Computed, not measured: the molecule CH4N4 in a non-equilibrium geometry, with ωB97M-V/def2-TZVPD.

XYZ file:
```
9
Properties=species:S:1:pos:R:3:nbo_charge:R:1
N -0.07329 0.88433 1.21972 -0.60
N 0.14646 -0.15996 0.42385 -0.15
C -0.83128 -0.79441 -0.34686 0.12
N -0.20750 -0.96378 -1.46057 -0.29
N 0.84544 -0.11075 -1.16455 -0.34
H -0.56038 1.68848 0.82923 0.35
H 0.73660 1.13451 1.77110 0.37
H -1.80668 -1.10721 -0.03170 0.20
H 1.75064 -0.57121 -1.24023 0.34
```

Properties
HOMO: -9.1 eV
ΔE to the lowest compared entry with this formula, charge and spin: 4.835 eV
SMILES string: Nn1cn[nH]1
Max |F|: 2.4 eV Å⁻¹


Computed, not measured: a structure of composition C44H37BrCl2N6O7Ta in a non-equilibrium geometry, with ωB97M-V/def2-TZVPD.

XYZ file:
```
98
Properties=species:S:1:pos:R:3:mulliken_charge:R:1
Ta -15.69591 -5.34827 -12.06235 2.75
Br -14.32362 -9.15938 -5.75944 -0.07
C -14.85313 -8.74503 -7.51736 -0.44
C -16.21171 -8.66945 -7.95282 -0.33
C -16.56942 -8.16140 -9.19166 -0.56
C -15.67167 -7.65034 -10.15554 -0.13
O -16.04018 -7.16491 -11.33422 -0.64
C -14.29935 -7.67610 -9.72656 0.56
C -13.36150 -6.88593 -10.43463 0.01
N -13.61738 -6.17772 -11.56756 0.31
C -12.55593 -5.54270 -12.14803 1.35
C -11.25022 -5.44850 -11.63729 -1.12
C -10.20466 -5.18817 -12.55924 -1.23
C -10.42757 -4.79806 -13.84165 -0.84
C -11.74169 -4.61876 -14.36041 0.71
C -12.03544 -3.99956 -15.56447 -0.66
C -13.37236 -3.75255 -15.89974 -1.11
C -14.34764 -4.22609 -15.02148 -0.53
N -14.05755 -4.90235 -13.88561 0.57
C -12.78124 -4.98662 -13.46538 0.01
C -13.92551 -8.24913 -8.45225 -0.61
H -17.02124 -8.96615 -7.28638 0.47
H -17.61917 -7.93366 -9.39657 0.45
H -12.37955 -6.71766 -10.01369 0.15
H -11.00996 -5.66613 -10.62379 0.60
H -9.17483 -5.27239 -12.19694 0.41
H -9.65355 -4.56398 -14.53458 0.51
H -11.22581 -3.53482 -16.17366 0.41
H -13.62020 -3.13316 -16.71833 0.52
H -15.36359 -4.12883 -15.28808 0.54
H -12.85519 -8.16524 -8.17780 0.49
O -22.89033 -5.85539 -12.76218 -0.52
C -22.40817 -4.56289 -12.56462 -1.06
C -20.91846 -4.59491 -12.42139 0.72
C -20.24652 -4.34293 -11.21090 -0.60
C -18.96496 -4.73527 -10.97060 -0.82
N -18.19008 -5.26189 -11.93629 0.08
C -18.77088 -5.41715 -13.20294 1.11
C -20.09619 -5.06882 -13.43999 -0.78
C -17.96569 -6.26235 -14.06757 -0.33
C -18.47041 -7.18909 -15.00931 -0.51
C -17.66870 -8.29910 -15.42536 0.01
C -18.25315 -9.43702 -16.22260 -0.45
O -19.64579 -9.14676 -16.39886 -0.50
C -16.32963 -8.21343 -15.08452 -1.26
C -15.80452 -7.15957 -14.38287 0.38
N -16.61486 -6.30101 -13.76719 0.29
H -23.85853 -5.82275 -12.69582 0.36
H -22.72671 -4.11809 -11.63152 0.39
H -22.65627 -3.92767 -13.42975 0.37
H -20.72201 -3.80004 -10.36919 0.36
H -18.54962 -4.52222 -10.00119 0.51
H -20.51797 -5.25737 -14.41813 0.54
H -19.40679 -6.97877 -15.56083 0.44
H -18.06532 -10.36204 -15.67813 0.37
H -17.70114 -9.40106 -17.22168 0.33
H -20.04226 -9.84669 -16.88336 0.33
H -15.68659 -9.04064 -15.40933 0.51
H -14.70747 -7.07530 -14.21538 0.27
N -14.50447 -2.35695 -7.93166 -0.17
C -15.42347 -3.47323 -8.23086 -0.80
C -14.91716 -3.95459 -9.57668 0.89
O -15.81473 -4.80126 -10.12683 -0.68
O -13.74763 -3.86826 -10.00330 -0.73
H -14.92484 -1.45598 -8.26610 0.35
H -13.68831 -2.50496 -8.55759 0.32
H -14.13723 -2.27087 -6.96609 0.41
H -16.41870 -3.09272 -8.23486 0.35
H -15.35554 -4.29858 -7.57937 0.31
Cl -18.59530 0.32715 -7.16687 -0.19
C -19.97578 0.84123 -8.08599 0.58
C -21.00980 1.53579 -7.38744 -0.45
C -22.17871 1.89328 -8.03969 -0.62
C -22.39332 1.50458 -9.36808 -0.56
C -21.41944 0.81533 -10.05120 0.61
Cl -21.76263 0.35869 -11.71434 -0.18
C -20.21856 0.41379 -9.39060 -0.86
N -19.23013 -0.18581 -10.22793 0.42
C -18.08235 0.39906 -10.71256 1.12
C -17.81642 1.69551 -10.17124 -0.64
C -16.59239 2.30803 -10.35824 -0.82
C -15.55690 1.70084 -11.02352 -1.12
C -15.77366 0.43226 -11.55187 -0.36
C -16.99706 -0.23960 -11.45423 0.08
C -17.30772 -1.51256 -12.17029 0.73
C -16.14889 -2.25640 -12.86197 -0.16
O -16.08551 -3.55117 -12.51736 -0.15
O -15.39479 -1.81054 -13.68182 -0.56
H -20.84248 1.73613 -6.32731 0.42
H -22.92267 2.40164 -7.49525 0.44
H -23.29699 1.68001 -9.89025 0.50
H -19.30545 -1.16863 -10.55705 -0.26
H -18.54504 2.17548 -9.56052 0.54
H -16.42421 3.19700 -9.77779 0.42
H -14.63732 2.22720 -11.22896 0.44
H -14.92778 -0.03576 -12.04679 0.46
H -18.07976 -1.28064 -12.94141 0.42
H -17.74834 -2.27333 -11.47298 -0.60
```

Properties
Charge: +3
HOMO: -13.6 eV
ΔE to the lowest compared entry with this formula, charge and spin: 0.882 eV
Max |F|: 3.8 eV Å⁻¹


Computed, not measured: a structure of composition C2H8N2S2 in a non-equilibrium geometry, with ωB97M-V/def2-TZVPD.

XYZ file:
```
14
Properties=species:S:1:pos:R:3:nbo_charge:R:1
C -2.43718 0.40252 -0.28379 -0.77
C 1.95543 -0.99200 0.67386 -0.82
N 0.98196 1.27074 0.91905 -1.17
N 0.01102 -0.01026 -1.17008 -1.00
S -1.08633 -0.78514 -0.15518 0.36
S 1.43096 0.47425 -0.25018 1.25
H -3.45719 -0.06748 -0.22902 0.23
H -2.25233 0.85120 -1.28651 0.24
H -2.38799 1.16616 0.52125 0.22
H 1.79670 -1.76353 -0.01480 0.21
H 1.49409 -1.16634 1.67803 0.26
H 3.06480 -0.99338 0.90771 0.24
H 0.69369 2.20610 0.65278 0.36
H 0.19239 -0.59286 -1.96311 0.39
```

Properties
HOMO: -8.4 eV
ΔE to the lowest compared entry with this formula, charge and spin: 2.671 eV
Max |F|: 3.8 eV Å⁻¹


Computed, not measured: a structure of composition C27H20N6PbS2, with ωB97M-V/def2-TZVPD.

XYZ file:
```
56
Properties=species:S:1:pos:R:3:nbo_charge:R:1
Pb 0.96058 1.13513 1.22023 1.18
N -0.10519 4.70336 2.24162 -0.78
C -0.69064 3.70792 2.92593 0.29
N -0.47687 2.42892 2.74129 -0.60
C -1.24146 1.65171 3.59505 0.10
C -2.02825 2.35981 4.44179 -0.41
S -1.84472 4.04634 4.18979 0.47
C -1.14641 0.20428 3.52205 0.12
C -1.85546 -0.68503 4.25631 -0.40
S -1.44720 -2.29865 3.83755 0.48
C -0.33074 -1.69231 2.65701 0.27
N -0.26440 -0.38014 2.61872 -0.59
N 0.41137 -2.52125 1.89319 -0.79
H 0.54822 4.51349 1.50414 0.41
H -0.33851 5.66057 2.43591 0.43
H -2.70347 1.98792 5.19265 0.26
H -2.59957 -0.48553 5.00733 0.27
H 0.20843 -3.50565 1.89053 0.42
H 0.91414 -2.13840 1.11697 0.39
C 6.11929 -1.49104 1.18087 -0.02
C 5.05850 -1.33756 2.08613 -0.20
C 3.78481 -1.14738 1.62669 -0.14
C 3.52095 -1.14652 0.22510 0.17
C 4.60363 -1.38065 -0.67685 -0.13
C 5.88120 -1.51215 -0.19538 -0.23
N 2.31808 -0.78023 -0.22594 -0.27
C 1.85011 -1.24792 -1.40401 0.07
C 1.95762 -2.63627 -1.70240 -0.11
C 1.28964 -3.15940 -2.78006 -0.24
C 0.58535 -2.31702 -3.64379 -0.06
C 0.54616 -0.93932 -3.41207 -0.20
C 1.13354 -0.40570 -2.29317 -0.12
H 7.12986 -1.59318 1.55322 0.25
H 5.24488 -1.35869 3.15065 0.26
H 2.95561 -1.04255 2.31417 0.24
H 4.41880 -1.34005 -1.74279 0.25
H 6.70840 -1.61592 -0.88380 0.26
H 2.49894 -3.27852 -1.01750 0.23
H 1.31506 -4.22489 -2.96194 0.26
H 0.08570 -2.73455 -4.50752 0.25
H 0.05077 -0.28748 -4.11816 0.26
H 1.14131 0.65992 -2.11974 0.25
N -7.03962 1.61746 -5.08899 -0.24
C -6.18650 1.49507 -4.32980 0.24
C -5.10902 1.35306 -3.40209 -0.14
C -4.95789 2.27204 -2.36204 -0.15
C -3.88039 2.16563 -1.50678 -0.20
C -2.93952 1.14452 -1.68026 -0.08
C -3.12582 0.20049 -2.69661 -0.21
C -4.19656 0.30816 -3.55886 -0.15
C -1.78327 1.08527 -0.84802 0.10
C -0.79200 1.03975 -0.14533 -0.64
H -5.68065 3.06787 -2.25049 0.24
H -3.73713 2.87591 -0.70442 0.23
H -2.40493 -0.59749 -2.80494 0.21
H -4.33480 -0.40315 -4.36115 0.24
```

Properties
Charge: +2
HOMO: -13.0 eV
ΔE to the lowest compared entry with this formula, charge and spin: 0.293 eV
Max |F|: 1.0 eV Å⁻¹


Computed, not measured: a cluster of 2 separate species, C2H8S in total in a non-equilibrium geometry, with ωB97M-V/def2-TZVPD.

XYZ file:
```
11
Properties=species:S:1:pos:R:3:nbo_charge:R:1
C -1.19939 -0.02096 0.05212 -0.62
C -0.61285 -0.72477 -1.15950 -0.61
H -1.08423 -0.50152 1.01972 0.21
H -2.27185 0.15068 -0.09751 0.20
H -0.89819 1.01624 0.21129 0.21
H -1.29265 -0.64977 -2.00640 0.21
H 0.33320 -0.26386 -1.44940 0.20
H -0.44474 -1.78273 -0.97231 0.21
S 1.95749 1.08102 1.16177 -0.29
H 3.06469 0.38391 0.84960 0.14
H 2.44852 1.31176 2.39062 0.14
```

Properties
HOMO: -9.8 eV
ΔE to the lowest compared entry with this formula, charge and spin: 0.158 eV
SMILES string: CC.S
Max |F|: 1.6 eV Å⁻¹


Computed, not measured: a structure of composition C21H53F6KN4O26S7 in a non-equilibrium geometry, with ωB97M-V/def2-TZVPD.

XYZ file:
```
118
Properties=species:S:1:pos:R:3:mulliken_charge:R:1
K -3.02126 -0.72874 1.71352 1.01
C -1.17376 2.88917 -0.61185 0.48
F -1.56394 4.10284 -0.37684 -0.13
F -2.07320 2.15415 -1.38464 -0.13
F 0.03833 2.79200 -1.06677 -0.16
S -1.11243 2.03251 1.10393 0.98
O -0.16224 2.82842 1.91242 -0.53
O -2.50067 2.07689 1.57733 -0.81
N -0.70484 0.44584 0.71149 -0.20
S 0.67931 0.22500 1.15524 0.55
O 1.63527 1.16508 0.55439 -0.59
O 0.76766 -0.00015 2.62394 -0.59
C 1.11462 -1.53897 0.25559 0.13
F 2.39744 -1.82161 0.42975 -0.14
F 0.26990 -2.49888 0.75205 0.08
F 0.83527 -1.43975 -1.04028 0.03
C -2.17957 -0.96937 -2.53057 0.03
O -2.20817 -0.92572 -1.09430 -0.25
H -1.49351 -1.71679 -2.92904 0.09
H -3.15421 -1.30963 -2.88040 0.37
H -2.07096 0.06632 -2.85254 -0.48
H -1.53880 -0.35984 -0.70273 0.24
O -3.26971 9.29345 -1.02185 -0.58
S -2.18349 8.64528 -0.37637 1.17
O -1.23517 9.45971 0.32350 -0.65
O -2.61240 7.47388 0.64423 -0.33
C -3.95794 7.03378 0.59443 -0.48
C -4.34117 6.30450 -0.68905 -0.78
C -1.34466 7.54200 -1.55963 -0.66
H -4.52735 7.96130 0.65428 0.43
H -4.18537 6.54563 1.54211 0.39
H -4.00173 6.87391 -1.55430 0.29
H -5.42181 6.39582 -0.79852 0.42
H -3.96861 5.28133 -0.73826 0.07
H -0.28202 7.74420 -1.42539 0.47
H -1.58027 7.81102 -2.58930 0.33
H -1.54017 6.47539 -1.44904 -0.07
O 0.71847 -5.22868 0.51540 -0.47
S 0.60874 -5.64103 -0.83086 1.05
O 1.63701 -6.34353 -1.56899 -0.64
O -0.80248 -6.51437 -0.91120 -0.36
C -1.76713 -6.39084 0.12566 -0.21
C -2.67561 -5.21062 -0.14124 -0.53
C 0.29405 -4.19814 -1.93555 -0.48
H -1.42453 -6.31583 1.15770 0.09
H -2.33732 -7.31694 0.19862 0.36
H -3.46173 -5.45674 -0.85507 0.33
H -2.04302 -4.32886 -0.24335 -0.09
H -3.33107 -5.07523 0.71907 0.32
H -0.22492 -4.68450 -2.76151 0.50
H 1.20021 -3.66340 -2.22022 0.42
H -0.35332 -3.61438 -1.28115 -0.42
O 3.36728 0.87935 3.42599 -0.28
S 3.72210 1.49975 4.70823 0.93
O 3.23218 2.83019 5.18552 -0.61
O 3.45503 0.37345 5.94383 -0.39
C 3.13183 -0.98119 5.60833 0.25
C 3.36398 -2.05745 6.73502 -1.29
C 5.68624 1.53578 4.82362 -1.00
H 3.65814 -1.25636 4.69434 0.18
H 2.06353 -1.02900 5.39724 0.16
H 4.39694 -2.06050 7.08299 0.38
H 3.19659 -3.06988 6.36753 0.32
H 2.71522 -1.94494 7.60367 0.33
H 6.10232 0.58268 4.49716 0.30
H 6.15830 2.03521 5.66969 0.37
H 6.04406 2.18020 4.02064 0.38
O 2.16507 -3.11812 -5.46326 -0.54
S 2.34219 -1.72634 -5.62671 1.09
O 1.32347 -0.87277 -6.25173 -0.62
O 2.75446 -0.93505 -4.15640 -0.24
C 2.60585 0.50036 -4.06098 -0.32
C 2.77119 0.89633 -2.59493 -0.59
C 3.96999 -1.57513 -6.48888 -1.03
H 1.67349 0.94241 -4.41228 0.31
H 3.34928 1.05950 -4.62911 0.37
H 2.15945 0.28502 -1.93148 -0.09
H 2.33333 1.89311 -2.54191 0.33
H 3.78746 0.87679 -2.20135 0.24
H 4.83541 -1.79116 -5.86240 0.34
H 4.14679 -0.57443 -6.88316 0.32
H 4.06269 -2.35315 -7.24664 0.41
O -1.44610 -2.38306 3.53715 -0.50
S -0.77224 -3.43234 4.30248 1.10
O -0.40980 -3.25592 5.73560 -0.65
O -1.84930 -4.73819 4.25050 -0.27
C -3.06134 -4.50806 4.82939 -0.18
C -3.78600 -5.82500 5.01813 -1.27
C 0.66554 -4.05446 3.46515 -0.60
H -3.55777 -3.78242 4.18511 0.19
H -2.97898 -3.95508 5.76509 0.40
H -3.47571 -6.45179 5.85417 0.31
H -3.72156 -6.46267 4.13647 0.30
H -4.86515 -5.70719 5.11640 0.39
H 0.33562 -4.78621 2.72773 0.17
H 1.15150 -4.51971 4.32276 0.45
H 1.40477 -3.31359 3.16060 0.18
C -0.80452 3.50543 -4.57586 -0.63
N -1.60106 4.75856 -4.39731 1.03
O -1.13798 5.71188 -4.92295 -0.57
O -2.65301 4.74943 -3.76619 -0.52
H -1.09019 2.78650 -3.80798 -0.13
H 0.25638 3.75495 -4.55749 0.39
H -0.87971 3.12158 -5.59327 0.43
C -4.42653 1.41506 -4.34087 -0.32
N -5.63259 1.20620 -3.43545 0.89
O -5.69424 0.25492 -2.60572 -0.51
O -6.52208 2.03025 -3.74043 -0.51
H -3.49012 1.24582 -3.80928 -0.17
H -4.41283 2.44247 -4.70468 0.34
H -4.51653 0.69509 -5.15429 0.35
C 5.32726 -0.37111 1.13812 -0.23
N 6.22844 -0.20083 0.04040 0.91
O 5.77243 -0.18296 -1.09020 -0.55
O 7.43230 0.06528 0.35701 -0.56
H 4.54524 -1.09780 0.91795 -0.06
H 4.85459 0.58878 1.34619 0.27
H 5.87153 -0.65540 2.03871 0.25
```

Properties
HOMO: -10.3 eV
ΔE to the lowest compared entry with this formula, charge and spin: 0.000 eV
Max |F|: 9.5 eV Å⁻¹


E, record by record: -259.38222 -6104.78614 -986.78447 -2358.02577 -479.15981 -6993.12313 a.u.
HOMO-LUMO gap, record by record: 10.14 4.60 9.18 3.57 10.64 9.65 eV
Molar mass, record by record: 72.07 1093.57 124.23 699.83 64.15 1155.21 g mol⁻¹